Entry 1:
Computed, not measured: the molecule C5H10N2O, with ωB97M-V/def2-TZVPD.

Results
Orbital gap   9.51 eV
SMILES string   [H]/N=C(\C=C(\C)O)NC
HOMO   -0.319 hartree
Strongest force on any atom   2.9 eV/A
E_LUMO   0.830 eV

```
18
Properties=species:S:1:pos:R:3:forces:R:3
H -0.523607 -0.466447 -2.731104 0.2092 -0.0487 0.1296
N -0.948421 -0.907205 -1.920598 -0.3407 0.2186 -0.0575
C -0.411788 -0.547852 -0.830643 0.6308 -0.3180 -0.0657
C 0.829346 0.211633 -0.587360 -0.2946 1.4538 -0.7746
C 0.882237 1.214382 0.341010 0.2538 -1.4030 -0.1425
C 2.026668 2.177735 0.431451 -0.2765 0.0825 -0.0135
O -0.026169 1.324699 1.308517 -1.5884 -1.6532 0.1885
N -0.936846 -0.979207 0.403671 2.0017 -0.1909 0.9603
C -1.956640 -2.010933 0.380312 -0.1082 -0.2198 0.3029
H 1.528399 0.246585 -1.409995 0.1771 -0.0492 0.0489
H 1.675996 3.177492 0.167961 0.0180 0.0305 0.0587
H 2.399705 2.213601 1.456448 -0.0101 -0.0036 -0.0621
H 2.832615 1.904392 -0.249619 -0.1148 -0.0335 0.0625
H -0.699559 0.450663 1.229511 1.5865 2.4401 -0.2045
H -0.018420 -1.192730 0.913622 -2.0977 -0.3415 -0.3665
H -2.469206 -2.033001 1.342932 -0.0390 0.0028 -0.1210
H -2.648485 -1.787375 -0.426630 -0.0596 0.0734 0.1023
H -1.535827 -2.996430 0.180514 0.0524 -0.0404 -0.0461
```
Forces are in eV/Å.

---

Entry 2:
Computed, not measured: a 7-piece molecular cluster, C35H35N7 overall, with ωB97M-V/def2-TZVPD.

Results
Orbital gap (alpha / beta)   6.52 / 2.38 eV
HOMO (alpha / beta)   -0.413 / -0.413 hartree
Strongest force on any atom   3.3 eV/A
E_LUMO (alpha / beta)   -4.723 / -8.870 eV
2S+1   2
Net charge   +1

```
77
Properties=species:S:1:pos:R:3:forces:R:3
N -2.735134 0.262935 -4.298703 -0.3675 -0.7831 -1.5533
C -2.887834 -0.276335 -5.535803 1.4984 0.0753 1.2258
C -1.848494 -1.011215 -6.173943 -1.7261 0.2812 0.4106
C -0.642384 -1.162185 -5.557863 0.2726 0.2656 2.9281
C -0.486494 -0.637055 -4.199463 -1.0600 0.0636 -2.1899
C -1.586524 0.045285 -3.647683 0.6743 -0.0448 -0.9391
H -3.849244 -0.129235 -6.005323 -0.0434 0.0014 -0.0572
H -2.091384 -1.582135 -7.057943 0.1372 0.2996 -0.3386
H 0.088316 -1.833915 -5.983603 0.3188 0.2395 -0.0372
H 0.464256 -0.728145 -3.695313 -0.0609 -0.2095 0.2386
H -1.582654 0.519735 -2.677483 0.4377 -0.2156 0.3980
N -3.490794 4.820205 0.620877 -0.3556 -2.3156 0.2232
C -2.799314 4.370455 -0.445013 -0.3076 2.9587 0.3620
C -2.651554 3.103805 -0.860123 -0.0161 -1.7238 -0.7262
C -3.276124 2.105705 -0.160433 -0.0337 -0.2943 1.1783
C -3.946414 2.445345 1.021107 0.5444 0.1739 -1.1071
C -4.061164 3.808845 1.342457 1.1757 0.1207 -0.0508
H -2.348174 5.153605 -1.036243 0.1630 0.3140 -0.0574
H -2.079794 2.828855 -1.734133 0.0909 0.2603 -0.1971
H -3.108814 1.080505 -0.456033 -0.2263 -0.1332 0.0844
H -4.249744 1.608765 1.633097 -0.5344 0.3890 0.3554
H -4.457934 4.079675 2.309727 -0.4376 0.2277 -0.0762
N -0.235104 0.543605 -0.170353 -0.8726 -2.1592 0.4268
C -0.009294 -0.801785 -0.149693 2.1755 1.2925 -0.0914
C 1.159106 -1.337045 0.473457 -1.3389 0.0322 -0.5281
C 1.972236 -0.525965 1.246607 -0.6284 0.0044 -1.1645
C 1.601656 0.814095 1.318767 0.9751 -0.7956 1.9049
C 0.480926 1.259265 0.688957 -0.0670 0.7801 -1.2290
H -0.622154 -1.422925 -0.786083 -0.1600 -0.0212 -0.0094
H 1.406586 -2.373785 0.299347 -0.1015 -0.1989 0.2299
H 2.863036 -0.943015 1.692637 0.0274 0.2022 0.1908
H 2.123646 1.396505 2.063567 0.0159 0.5388 -0.2522
H 0.157866 2.287615 0.756247 0.0948 0.3284 0.2714
N 5.478986 -3.670185 0.385747 -0.5067 -0.5879 -0.1649
C 4.783476 -3.441075 1.527407 0.0374 -0.8665 -0.6107
C 3.653746 -4.155685 1.861007 -0.3789 -0.0289 -0.9416
C 3.144586 -5.060455 0.925617 -1.1032 0.4669 1.4740
C 3.726156 -5.192925 -0.294163 1.0871 -0.2230 -0.7762
C 4.951906 -4.562215 -0.499643 0.0842 0.9737 1.6145
H 5.119846 -2.769985 2.303867 0.7015 0.4820 -0.4455
H 3.085186 -3.928295 2.750637 0.1956 -0.2295 0.2648
H 2.261986 -5.589025 1.254307 -0.2553 -0.2045 -0.4180
H 3.361806 -5.810155 -1.102043 -0.2351 -0.2882 0.2229
H 5.536926 -4.879575 -1.350193 0.2465 0.5650 -0.1966
N -0.345924 -4.799265 2.414907 -1.1483 0.3238 0.4648
C -1.084154 -4.682495 1.286767 -0.1043 2.2923 1.2637
C -2.034524 -3.644195 1.156647 0.9084 -0.9482 -0.0515
C -2.315884 -2.810785 2.219197 -0.1711 0.3753 0.2001
C -1.633244 -2.945325 3.427147 0.6867 -1.8026 -0.5649
C -0.681084 -3.990135 3.479917 0.0564 0.4121 -1.8259
H -0.892134 -5.225465 0.373147 0.4967 -0.6541 0.3370
H -2.436224 -3.484135 0.166997 -0.4903 0.0053 0.0803
H -3.073264 -2.055555 2.069507 -0.0057 0.2503 0.1555
H -1.783424 -2.357925 4.320907 -0.2059 0.1999 -0.1611
H -0.068324 -4.066595 4.365967 0.0824 -0.3716 0.0432
N 0.655386 0.901785 4.592707 0.6954 -0.6185 0.7980
C 0.983386 1.820685 5.501277 -0.3665 0.7794 -1.7728
C 0.336116 3.053035 5.494127 0.4323 0.1857 0.4373
C -0.705234 3.251855 4.624627 -0.1321 0.2566 -0.2507
C -1.062274 2.250605 3.729297 -1.3437 1.8719 0.4244
C -0.361154 1.107545 3.745407 0.8331 -1.8603 1.0597
H 1.867646 1.724275 6.113807 -0.0275 -0.6430 0.1473
H 0.722906 3.837185 6.128097 -0.2901 0.1010 0.2171
H -1.272964 4.170165 4.596497 0.1143 0.1956 0.1553
H -1.954404 2.460505 3.157927 0.0802 -0.4520 -0.4999
H -0.630274 0.202965 3.220327 -0.0936 0.1443 -0.6436
N 1.612816 4.813965 -4.074193 0.3097 -1.2693 -0.1187
C 1.176976 4.644965 -2.802593 -0.0006 -0.4907 -3.2398
C 1.043626 3.308335 -2.283493 -0.6110 1.3712 0.2527
C 1.266386 2.249315 -3.106883 0.6003 -1.4089 -0.2619
C 1.826526 2.393355 -4.373343 -1.3173 0.3765 0.7662
C 1.943386 3.729775 -4.867083 -0.0795 1.2981 2.3416
H 0.762516 5.524745 -2.332893 0.6002 0.1491 0.5039
H 0.695086 3.194585 -1.267623 0.1141 -0.2349 0.1595
H 0.981186 1.293345 -2.693133 0.1794 -0.3239 -0.2065
H 1.832356 1.581695 -5.085783 0.3638 -0.2119 0.0860
H 2.252446 3.836725 -5.896373 -0.3031 0.6886 -0.1424
```
Forces are in eV/Å.

---

> What is the strongest force on any atom in the second record?

3.3 eV/A

---

> Which of these has the highest strongest force on any atom?

C35H35N7

---

Please write out number 1 again, unchanged.
Computed, not measured: the molecule C5H10N2O, with ωB97M-V/def2-TZVPD.

Results
Orbital gap   9.51 eV
SMILES string   [H]/N=C(\C=C(\C)O)NC
HOMO   -0.319 hartree
Strongest force on any atom   2.9 eV/A
E_LUMO   0.830 eV

```
18
Properties=species:S:1:pos:R:3:forces:R:3
H -0.523607 -0.466447 -2.731104 0.2092 -0.0487 0.1296
N -0.948421 -0.907205 -1.920598 -0.3407 0.2186 -0.0575
C -0.411788 -0.547852 -0.830643 0.6308 -0.3180 -0.0657
C 0.829346 0.211633 -0.587360 -0.2946 1.4538 -0.7746
C 0.882237 1.214382 0.341010 0.2538 -1.4030 -0.1425
C 2.026668 2.177735 0.431451 -0.2765 0.0825 -0.0135
O -0.026169 1.324699 1.308517 -1.5884 -1.6532 0.1885
N -0.936846 -0.979207 0.403671 2.0017 -0.1909 0.9603
C -1.956640 -2.010933 0.380312 -0.1082 -0.2198 0.3029
H 1.528399 0.246585 -1.409995 0.1771 -0.0492 0.0489
H 1.675996 3.177492 0.167961 0.0180 0.0305 0.0587
H 2.399705 2.213601 1.456448 -0.0101 -0.0036 -0.0621
H 2.832615 1.904392 -0.249619 -0.1148 -0.0335 0.0625
H -0.699559 0.450663 1.229511 1.5865 2.4401 -0.2045
H -0.018420 -1.192730 0.913622 -2.0977 -0.3415 -0.3665
H -2.469206 -2.033001 1.342932 -0.0390 0.0028 -0.1210
H -2.648485 -1.787375 -0.426630 -0.0596 0.0734 0.1023
H -1.535827 -2.996430 0.180514 0.0524 -0.0404 -0.0461
```
Forces are in eV/Å.

---

> Among the records above, which one has the lowest strongest force on any atom?

C5H10N2O